w) 22
Properties=species:S:1:pos:R:3:mulliken_charge:R:1 method="wB97M-V/def2-TZVPD" homo_ev=-12.18 lumo_energy_ev=-3.23 multiplicity=1 total_charge=+1 homo_lumo_gap_ev=8.95
H 3.00 -1.04 -1.11 0.318
H 1.98 0.04 1.10 0.331
H -0.58 0.31 -2.18 0.392
H -0.97 0.38 1.45 0.433
H 0.46 -0.74 -1.26 0.143
O 3.11 -0.86 -0.16 -0.634
C 0.01 1.13 -0.28 -0.353
N -2.75 0.09 -0.57 -0.414
C -1.64 -0.80 -0.71 -0.646
N 1.06 -0.09 1.58 -0.254
H -3.17 0.49 -1.39 0.169
C -0.37 -0.05 -1.17 -0.555
H 4.06 -0.71 -0.06 0.310
H 0.83 -1.04 1.29 0.372
H -0.64 1.97 -0.49 0.350
H -3.39 0.04 0.21 0.162
H 1.25 -0.26 2.57 0.374
H -1.46 -1.33 0.23 0.348
H -1.82 -1.59 -1.45 0.352
H 1.02 1.44 -0.58 0.345
C -0.04 0.86 1.20 -0.877
H 0.06 1.76 1.78 0.333

x) 22
Properties=species:S:1:pos:R:3:mulliken_charge:R:1 method="wB97M-V/def2-TZVPD" homo_ev=-13.52 lumo_energy_ev=-2.72 multiplicity=1 total_charge=+1 homo_lumo_gap_ev=10.80
H 2.61 -0.53 1.51 0.406
C -0.74 1.00 -0.76 -0.361
H 2.34 0.68 0.27 0.394
H -2.77 0.25 2.53 0.300
C 0.58 -0.38 0.91 -0.792
O -1.94 0.04 2.09 -0.587
N 2.43 -1.26 -0.45 -0.481
C -1.64 0.96 -1.97 -1.163
H -1.33 1.25 0.12 0.336
H 0.19 1.54 -0.85 0.379
H -2.37 1.75 -1.79 0.353
H 0.40 -1.34 1.36 0.473
N -0.28 -0.41 -0.30 -0.124
H 0.32 0.49 1.50 0.398
H -1.32 -0.12 2.82 0.303
H 0.37 -0.80 -1.00 0.427
H 2.66 -2.17 -0.09 0.186
C 2.06 -0.31 0.59 -0.758
H -1.08 1.12 -2.89 0.333
H -1.12 -0.96 -0.22 0.418
H -2.23 0.06 -2.13 0.359
H 2.86 -0.87 -1.27 0.202

Short version: x) is the least stable of them.